[1]
The following is a DFT calculation (ωB97M-V/def2-TZVPD) of 2 unconnected molecules or ions with the total composition C5H14NOS at a distorted geometry.

```
! RIJCOSX wB97M-V def2-TZVPD def2/J DEFGRID3
* xyz 1 1
C 1.7503 -1.0394 0.4121
C 0.7953 0.8672 1.4503
C 0.1355 -1.2821 2.1878
C -0.5822 -0.0398 -2.5980
C -1.7308 1.2007 -0.3920
N 0.9022 -0.3959 1.3663
O -1.0269 -1.3465 -0.3794
S -1.7890 -0.4414 -1.2687
H 2.4287 -1.7295 0.9118
H 1.0973 -1.6167 -0.2536
H 2.3259 -0.3182 -0.1641
H 1.4006 1.5213 0.8375
H -0.7097 1.4485 -0.1217
H 0.1279 1.3217 2.1680
H -0.6236 -1.7480 1.5452
H 0.7670 -2.0789 2.5848
H -0.3443 -0.7551 3.0061
H 0.3032 0.4431 -2.1962
H -1.0596 0.5957 -3.3322
H -0.3016 -0.9830 -3.0593
H -2.1464 1.9450 -1.0617
H -2.3537 1.1105 0.4916
*
```

- Frontier orbital gap: 0.3122 Eh
- Relative energy (zero: lowest compared OMol25 entry of this formula, charge and spin): 136.83 kJ/mol
- HOMO: -0.4751 Ha

Table of natural (NBO) atomic charges, one value per atom, all in e: -0.4456 0.0812 -0.4526 -0.8097 -0.7965 -0.1859 -1.0488 1.2847 0.2428 0.2843 0.2260 0.2254 0.1923 0.2289 0.2977 0.2409 0.2291 0.2153 0.2455 0.2539 0.2494 0.2417



[2]
The following is a DFT calculation (ωB97M-V/def2-TZVPD) of a molecular structure, C5H14NS at a distorted geometry.

```
! RIJCOSX wB97M-V def2-TZVPD def2/J DEFGRID3
* xyz 1 1
C -1.0721 1.9329 0.0040
C -2.6613 -0.0441 -0.0564
C -0.3527 -1.7107 -0.3747
C 2.8081 -0.1924 0.9859
C -1.2636 0.4621 -0.1462
N -0.2317 -0.2810 -0.2625
S 1.9951 0.4891 -0.5146
H -1.0275 2.1696 1.0682
H -1.9146 2.4742 -0.4164
H -0.1514 2.2729 -0.4613
H -2.7162 -0.9556 0.5366
H -3.0291 -0.2784 -1.0566
H -3.3133 0.7081 0.3783
H 0.6092 -2.1265 -0.6857
H -0.6174 -2.1557 0.5882
H -1.1086 -2.0061 -1.1041
H 3.6617 -0.7987 0.7013
H 2.0749 -0.7819 1.5262
H 3.1219 0.6493 1.5942
H 3.2300 0.8184 -1.0668
H 1.9584 -0.6455 -1.2375
*
```

- Frontier orbital gap: 0.3714 Eh
- Relative energy (zero: lowest compared OMol25 entry of this formula, charge and spin): 183.59 kJ/mol
- HOMO: -0.4945 Ha

Table of natural (NBO) atomic charges, one value per atom, all in e: -0.6714 -0.7092 -0.4487 -0.7090 0.4016 -0.5304 0.5401 0.2480 0.2423 0.2232 0.2402 0.2576 0.2457 0.1847 0.2198 0.2179 0.2572 0.2574 0.2631 0.1042 0.1655



[3]
The following is a DFT calculation (ωB97M-V/def2-TZVPD) of 2 unconnected molecules or ions with the total composition C5H14O at a distorted geometry.

```
! RIJCOSX wB97M-V def2-TZVPD def2/J DEFGRID3
* xyz 0 1
C 0.1354 3.2352 -0.0673
C 0.3219 2.1753 0.9972
C 0.0583 0.6979 0.5418
C 0.3393 0.4172 -0.9243
C 0.7761 -1.0570 -1.1690
H -0.5782 3.0581 -0.8801
H 0.9764 3.4013 -0.7493
H -0.1562 4.1813 0.3767
H -0.4106 2.3757 1.7809
H 1.3158 2.2258 1.4480
H 0.7572 0.0859 1.1123
H -0.9659 0.5069 0.8594
H -0.4984 0.6501 -1.5828
H 1.1958 1.0059 -1.2439
H 0.1958 -1.4421 -2.0173
H 1.8390 -1.1600 -1.2668
H 0.2806 -1.6935 -0.4304
O -1.3463 -4.5436 0.5157
H -1.9065 -4.1967 1.2200
H -0.9150 -5.2899 0.9464
*
```

- Frontier orbital gap: 0.4228 Eh
- Relative energy (zero: lowest compared OMol25 entry of this formula, charge and spin): 85.75 kJ/mol
- SMILES: CCCCC.O
- HOMO: -0.3908 Ha

Table of natural (NBO) atomic charges, one value per atom, all in e: -0.6293 -0.3959 -0.3923 -0.4061 -0.6195 0.2087 0.2062 0.2105 0.1965 0.1977 0.1984 0.1984 0.2005 0.1943 0.2103 0.2091 0.2122 -0.9320 0.4661 0.4664



[4]
The following is a DFT calculation (ωB97M-V/def2-TZVPD) of 2 unconnected molecules or ions with the total composition C5H14O at a distorted geometry.

```
! RIJCOSX wB97M-V def2-TZVPD def2/J DEFGRID3
* xyz 0 1
C 1.7145 0.4170 -0.6510
C 0.2659 0.1382 -0.3266
C 0.0451 -0.4692 1.0657
C -0.3748 -1.9613 1.1202
C -1.6067 -2.2322 0.2877
H 1.7824 0.8224 -1.6592
H 2.0786 1.2770 -0.0713
H 2.3280 -0.4217 -0.3557
H -0.4431 0.9513 -0.4037
H -0.0843 -0.3040 -1.2692
H 1.0092 -0.3762 1.5676
H -0.7514 0.0448 1.5903
H 0.4573 -2.6013 0.8147
H -0.4975 -2.1291 2.1939
H -2.4794 -1.6276 0.5338
H -1.3139 -2.1790 -0.7523
H -2.0017 -3.2454 0.3841
O 0.0207 3.4446 -1.2735
H -0.7677 3.8561 -0.8947
H 0.4777 3.1680 -0.4693
*
```

- Frontier orbital gap: 0.4118 Eh
- Relative energy (zero: lowest compared OMol25 entry of this formula, charge and spin): 88.69 kJ/mol
- SMILES: CCCCC.O
- HOMO: -0.3815 Ha

Table of natural (NBO) atomic charges, one value per atom, all in e: -0.6082 -0.4373 -0.3898 -0.3874 -0.6195 0.2209 0.1835 0.2091 0.2117 0.2079 0.2005 0.1960 0.1935 0.1957 0.2037 0.2085 0.2094 -0.9293 0.4653 0.4659



[5]
The following is a DFT calculation (ωB97M-V/def2-TZVPD) of 2 unconnected molecules or ions with the total composition C5H14O at a distorted geometry.

```
! RIJCOSX wB97M-V def2-TZVPD def2/J DEFGRID3
* xyz 0 1
C 0.5397 -1.7031 0.6928
C 0.5373 -0.4697 1.6915
C 0.3706 0.9605 0.9383
C -1.1073 1.3787 0.7617
C 0.9382 0.8056 -0.5790
H -0.3124 -1.8376 -0.0105
H 1.4099 -1.8813 0.1064
H 0.2115 -2.5675 1.3182
H -0.3478 -0.7790 2.1029
H 1.2130 -0.4793 2.5425
H 1.0029 1.7037 1.3986
H -1.2893 1.3996 -0.3183
H -1.2048 2.2414 1.3643
H -1.6891 0.5418 1.2219
H 2.0988 0.5570 -0.6184
H 0.9127 1.8264 -1.1123
H 0.4234 0.0478 -1.1461
O -0.9557 -0.5895 -2.7058
H -1.8324 -1.0118 -2.6579
H -0.6219 -0.8769 -3.5769
*
```

- Frontier orbital gap: 0.3990 Eh
- Relative energy (zero: lowest compared OMol25 entry of this formula, charge and spin): 181.74 kJ/mol
- SMILES: CCC(C)C.O
- HOMO: -0.3759 Ha

Table of natural (NBO) atomic charges, one value per atom, all in e: -0.6243 -0.4024 -0.2014 -0.6260 -0.6312 0.2115 0.2057 0.2033 0.1914 0.2091 0.1948 0.2211 0.2150 0.1989 0.1920 0.2030 0.2325 -0.9389 0.4724 0.4735



[6]
The following is a DFT calculation (ωB97M-V/def2-TZVPD) of 2 unconnected molecules or ions with the total composition C5H14O at a distorted geometry.

```
! RIJCOSX wB97M-V def2-TZVPD def2/J DEFGRID3
* xyz 0 1
C -0.1135 1.5522 1.4720
C -0.0400 0.0248 1.5528
C 0.9770 -0.6065 0.6078
C 0.7615 -0.3622 -0.8369
C 0.2293 -1.7490 -1.5620
H -1.0168 2.0390 1.9542
H 0.6101 1.8296 2.2300
H 0.0917 1.8039 0.4058
H 0.3389 -0.2529 2.6080
H -1.1015 -0.4575 1.4678
H 1.9882 -0.2958 0.8655
H 1.0738 -1.7155 0.7227
H 0.1386 0.4981 -1.1684
H 1.7044 -0.0324 -1.3611
H 0.3356 -1.6383 -2.5528
H 0.8619 -2.6508 -1.2009
H -0.7164 -1.9882 -1.2550
O -2.1525 1.0022 -1.5541
H -2.5923 1.3768 -0.8819
H -1.3781 1.6225 -1.5135
*
```

- Frontier orbital gap: 0.4188 Eh
- Relative energy (zero: lowest compared OMol25 entry of this formula, charge and spin): 181.46 kJ/mol
- SMILES: CCCCC.O
- HOMO: -0.3871 Ha

Table of natural (NBO) atomic charges, one value per atom, all in e: -0.6366 -0.3878 -0.4285 -0.3966 -0.5707 0.2151 0.2166 0.2004 0.1972 0.1984 0.2026 0.2132 0.1920 0.1968 0.1972 0.1836 0.2019 -0.9044 0.4536 0.4558



[7]
The following is a DFT calculation (ωB97M-V/def2-TZVPD) of 3 unconnected molecules or ions with the total composition C5H14O2 at a distorted geometry.

```
! RIJCOSX wB97M-V def2-TZVPD def2/J DEFGRID3
* xyz -1 2
C -0.0639 1.5243 1.4033
C -1.2263 0.7190 0.8775
C -1.1088 -0.8182 0.8422
C 0.0516 -1.4033 0.8510
C 0.3808 -2.8511 0.6506
H -0.1727 1.7732 2.4950
H 0.1927 2.3767 0.8860
H 0.9944 1.1043 1.5272
H -1.2438 1.0965 -0.2090
H -2.0805 1.1649 1.4511
H -2.0601 -1.4190 0.6481
H 0.9095 -0.6900 1.0516
H 0.2342 -3.2281 1.6117
H 1.3275 -2.9520 -0.0586
H -0.2908 -3.4085 -0.0137
H -1.0558 0.6510 -3.0809
H -1.1702 2.1071 -2.5152
O -0.5412 1.3931 -2.7007
H 2.5369 1.1597 -1.1693
H 1.8918 1.1037 -2.5989
O 2.4948 0.5968 -1.9491
*
```

- Frontier orbital gap (alpha / beta): 0.1041 / 0.3558 Eh
- Relative energy (zero: lowest compared OMol25 entry of this formula, charge and spin): 173.95 kJ/mol
- HOMO (alpha / beta): 0.0306 / -0.2257 Ha

Table of natural (NBO) atomic charges, one value per atom, all in e: -0.6213 -0.5660 -0.1981 -0.2080 -0.6697 0.1812 0.2063 0.1880 0.2356 0.2009 0.1877 0.1931 0.2182 0.2271 0.2073 0.3754 0.3179 -1.4367 0.4562 0.4958 -0.9907



[8]
The following is a DFT calculation (ωB97M-V/def2-TZVPD) of 2 unconnected molecules or ions with the total composition C5H14O2 at a distorted geometry.

```
! RIJCOSX wB97M-V def2-TZVPD def2/J DEFGRID3
* xyz 0 1
C -0.7897 0.6655 1.5937
C 0.2532 0.6727 0.4954
C -0.3539 1.2194 -0.8050
C 0.8739 -0.7174 0.3308
C 2.0246 -0.7955 -0.6561
O 3.1794 -0.0896 -0.1925
H -0.3917 0.4146 2.5670
H -1.2147 1.6589 1.7571
H -1.6427 0.0121 1.4179
H 1.0640 1.3486 0.7907
H -1.1210 0.4992 -1.1127
H 0.3070 1.2308 -1.6558
H -0.8646 2.1584 -0.6258
H 1.2092 -1.0810 1.3027
H 0.1030 -1.4297 0.0073
H 2.3407 -1.8188 -0.8396
H 1.6681 -0.4332 -1.6245
H 3.0573 0.8196 -0.4832
O -3.0853 -1.0529 -0.7983
H -2.6315 -1.9150 -0.8383
H -3.9853 -1.3668 -0.6307
*
```

- Frontier orbital gap: 0.3966 Eh
- Relative energy (zero: lowest compared OMol25 entry of this formula, charge and spin): 17.47 kJ/mol
- SMILES: CC(C)CCO.O
- HOMO: -0.3740 Ha

Table of natural (NBO) atomic charges, one value per atom, all in e: -0.6061 -0.2210 -0.6200 -0.4137 -0.0646 -0.7182 0.2063 0.2048 0.2146 0.1883 0.2170 0.1991 0.2126 0.2097 0.1908 0.1772 0.1570 0.4636 -0.9312 0.4657 0.4682



[9]
The following is a DFT calculation (ωB97M-V/def2-TZVPD) of 3 unconnected molecules or ions with the total composition C5H14O2 at a distorted geometry.

```
! RIJCOSX wB97M-V def2-TZVPD def2/J DEFGRID3
* xyz 0 1
C -1.7218 -1.4018 1.1939
C -0.3304 -1.5889 0.5262
C 0.6684 -0.8023 0.9424
C 1.6357 0.0686 0.1782
C 1.6580 1.4368 0.8615
H -1.9888 -0.4419 1.6545
H -2.5860 -1.7443 0.6602
H -1.7380 -2.0239 2.1049
H -0.1048 -2.6650 0.3112
H 0.5942 -0.7414 2.0689
H 1.5009 0.2412 -0.8686
H 2.5830 -0.4152 0.3238
H 1.8785 1.3240 1.8739
H 2.4524 2.0912 0.3709
H 0.7129 2.0127 0.7278
O 0.5479 0.0854 -3.4134
H 0.7566 0.8785 -3.9182
H -0.2590 0.3416 -2.9661
O -2.3182 0.9358 -1.1356
H -2.5172 1.7229 -0.5540
H -1.4243 0.6858 -0.9426
*
```

- Frontier orbital gap: 0.2969 Eh
- Relative energy (zero: lowest compared OMol25 entry of this formula, charge and spin): 350.23 kJ/mol
- SMILES: C/C=C/CC.O.O
- HOMO: -0.2789 Ha

Table of natural (NBO) atomic charges, one value per atom, all in e: -0.6663 -0.2462 -0.1494 -0.4667 -0.5779 0.2108 0.2344 0.2019 0.2268 0.1802 0.2344 0.2106 0.2036 0.2066 0.1964 -0.9332 0.4662 0.4689 -0.9444 0.4744 0.4690



[10]
The following is a DFT calculation (ωB97M-V/def2-TZVPD) of 3 unconnected molecules or ions with the total composition C5H14O2 at a distorted geometry.

```
! RIJCOSX wB97M-V def2-TZVPD def2/J DEFGRID3
* xyz 0 1
C 2.5020 0.5089 0.0035
C 1.3139 0.1726 0.4945
C 0.4195 1.2930 1.0187
C 0.7976 -1.2020 0.8785
C -0.7123 -1.4295 0.5821
H 2.9070 1.5200 -0.0218
H 3.2644 -0.1817 -0.3654
H 0.0836 0.9819 2.0068
H 0.8465 2.2947 1.1362
H -0.3821 1.4093 0.3074
H 1.1350 -1.4026 1.9008
H 1.3079 -1.9568 0.2732
H -1.1309 -1.7070 1.5489
H -1.0699 -0.5719 0.0202
H -0.8601 -2.3281 -0.0082
O -3.8284 -0.2722 -0.3680
H -3.5019 0.4042 0.2269
H -3.7923 -0.1409 -1.3318
O 0.0622 1.2249 -2.6946
H 0.1544 0.4727 -2.1060
H 0.4836 0.9106 -3.5022
*
```

- Frontier orbital gap: 0.3708 Eh
- Relative energy (zero: lowest compared OMol25 entry of this formula, charge and spin): 123.95 kJ/mol
- SMILES: C=C(C)CC.O.O
- HOMO: -0.3453 Ha

Table of natural (NBO) atomic charges, one value per atom, all in e: -0.4061 0.0192 -0.6503 -0.4482 -0.6156 0.1977 0.1893 0.2077 0.2210 0.2117 0.2181 0.2099 0.2195 0.2106 0.2123 -0.9755 0.4874 0.4905 -0.9357 0.4689 0.4676



Look up the relative energy (zero: lowest compared OMol25 entry of this formula, charge and spin) of the fourth one.
88.69 kJ/mol



Among the records above, which one has the lowest relative energy (zero: lowest compared OMol25 entry of this formula, charge and spin)?
number 8